No. 1
The following is a quantum chemistry calculation of a molecular structure, C26H28AsNO2PSTi, from the Open Molecules 2025 dataset.

Geometry as XYZ:
```
61
Properties=species:S:1:pos:R:3:forces:R:3
Ti 0.138 0.398 -0.703 0.6 0.2 0.0
O -0.185 -1.220 -1.697 0.1 -1.4 -0.5
N 0.796 -1.967 -2.210 0.4 -0.2 -0.4
C 0.572 -3.279 -2.415 -0.1 -0.1 0.0
C 1.564 -4.086 -2.900 0.0 0.0 -0.1
C 2.815 -3.530 -3.172 0.0 0.2 0.0
C 3.018 -2.183 -2.969 0.0 -0.2 -0.1
C 1.984 -1.378 -2.488 -0.2 0.2 -0.2
S 2.103 0.308 -2.185 0.1 0.0 0.2
H -0.422 -3.610 -2.157 0.0 0.0 0.0
H 1.365 -5.134 -3.067 0.0 0.0 0.0
H 3.623 -4.151 -3.533 0.0 0.0 0.0
H 3.974 -1.721 -3.165 0.0 0.0 0.0
C 1.400 -0.693 6.149 0.0 0.0 0.0
C 2.128 0.214 5.389 0.0 0.0 0.0
C 2.042 0.185 4.008 0.0 0.0 0.0
C 1.216 -0.744 3.375 0.2 -0.1 0.0
C 0.500 -1.659 4.136 0.0 0.0 -0.1
C 0.593 -1.629 5.522 0.0 0.0 0.0
P 1.174 -0.663 1.543 -0.4 0.2 0.8
C 0.568 1.036 1.262 0.2 -0.2 -0.1
C -0.463 1.660 2.045 -0.1 0.4 0.2
C -0.835 2.946 1.814 -0.1 -0.4 0.2
C -0.143 3.737 0.849 0.3 0.1 -0.3
C 0.930 3.229 0.181 -0.2 0.4 0.3
C 1.333 1.860 0.327 0.3 -0.2 0.2
C -0.380 -1.585 1.127 0.0 0.1 0.1
C -1.587 -0.989 0.743 0.1 -0.2 0.3
C -2.644 -1.768 0.286 -0.1 0.0 0.0
C -2.521 -3.143 0.208 -0.1 0.1 0.0
C -1.329 -3.748 0.592 0.1 0.0 0.0
C -0.269 -2.975 1.031 0.0 -0.1 0.0
H 1.460 -0.666 7.229 0.0 0.0 0.0
H 2.766 0.942 5.874 0.0 0.0 0.0
H 2.609 0.893 3.413 0.0 0.0 0.0
H -0.139 -2.389 3.656 0.0 0.0 0.0
H 0.030 -2.341 6.110 0.0 0.0 0.0
H -0.915 1.107 2.862 0.0 0.0 0.0
H -1.608 3.400 2.421 0.0 0.0 0.0
H -0.402 4.784 0.741 0.0 0.0 0.0
H 1.552 3.895 -0.407 0.0 0.0 -0.1
H 2.378 1.626 0.159 0.0 0.1 0.0
H -1.745 0.081 0.836 0.0 0.0 0.1
H -3.575 -1.290 0.007 0.0 0.0 0.0
H -3.351 -3.743 -0.142 0.0 0.0 0.0
H -1.226 -4.825 0.533 0.0 0.0 0.0
H 0.664 -3.453 1.311 0.0 0.0 0.0
C -2.539 3.899 -2.030 0.2 -0.3 0.0
As -1.418 2.452 -2.638 -0.6 1.0 -1.1
C -2.367 1.491 -4.015 0.2 0.0 0.3
C 0.244 3.080 -3.395 -0.2 -0.2 0.1
O -1.245 1.423 -1.329 -0.7 0.4 -0.1
H -2.660 4.660 -2.797 0.1 0.0 -0.1
H -2.087 4.319 -1.136 0.1 0.0 0.0
H -3.507 3.471 -1.773 0.0 0.0 0.0
H -2.633 2.162 -4.829 0.0 0.1 0.0
H -3.265 1.061 -3.576 0.0 0.0 0.0
H -1.728 0.691 -4.385 0.0 0.0 0.0
H 0.123 4.106 -3.739 -0.1 0.0 0.0
H 0.488 2.428 -4.232 0.0 0.0 0.0
H 1.037 3.020 -2.656 0.0 0.0 0.1
```
Positions in Å, forces in eV/Å.

As for the spin multiplicity: 1. Its relative energy (zero: lowest compared OMol25 entry of this formula, charge and spin) is 130.4 kJ/mol. The calculation puts the HOMO-LUMO gap (alpha / beta) at 6.75 / 6.75 eV. As for the total charge: +1. The calculation puts the HOMO energy (alpha / beta) at -9.1 / -9.1 eV.

For each atom in turn, the natural (NBO) charge in e is: number 1, Ti, carries 1.305; number 2, O, carries -0.611; number 3, N, carries 0.004; number 4, C, carries 0.050; number 5, C, carries -0.259; number 6, C, carries -0.135; number 7, C, carries -0.230; number 8, C, carries 0.057; number 9, S, carries -0.146; number 10, H, carries 0.244; number 11, H, carries 0.244; number 12, H, carries 0.238; number 13, H, carries 0.248; number 14, C, carries -0.201; number 15, C, carries -0.216; number 16, C, carries -0.145; number 17, C, carries -0.329; number 18, C, carries -0.224; number 19, C, carries -0.187; number 20, P, carries 0.890; number 21, C, carries -0.621; number 22, C, carries -0.139; number 23, C, carries -0.265; number 24, C, carries -0.254; number 25, C, carries -0.196; number 26, C, carries -0.490; number 27, C, carries -0.329; number 28, C, carries -0.272; number 29, C, carries -0.162; number 30, C, carries -0.204; number 31, C, carries -0.214; number 32, C, carries -0.151; number 33, H, carries 0.223; number 34, H, carries 0.223; number 35, H, carries 0.210; number 36, H, carries 0.218; number 37, H, carries 0.220; number 38, H, carries 0.223; number 39, H, carries 0.222; number 40, H, carries 0.216; number 41, H, carries 0.216; number 42, H, carries 0.238; number 43, H, carries 0.245; number 44, H, carries 0.221; number 45, H, carries 0.227; number 46, H, carries 0.226; number 47, H, carries 0.219; number 48, C, carries -0.969; number 49, As, carries 1.965; number 50, C, carries -0.973; number 51, C, carries -0.968; number 52, O, carries -1.082; number 53, H, carries 0.258; number 54, H, carries 0.273; number 55, H, carries 0.260; number 56, H, carries 0.260; number 57, H, carries 0.262; number 58, H, carries 0.262; number 59, H, carries 0.262; number 60, H, carries 0.266; number 61, H, carries 0.276

---

No. 2
The following is a quantum chemistry calculation of a molecular structure, C26H28Cl5IN5OPd, from the Open Molecules 2025 dataset.

Geometry as XYZ:
```
67
Properties=species:S:1:pos:R:3:forces:R:3
Pd 0.113 -0.401 -0.034 -0.4 0.9 -0.1
C 2.515 1.292 -1.373 -1.5 0.3 -0.2
N 1.036 1.110 -1.277 -0.3 -0.6 -1.9
C 0.316 1.337 -2.360 0.5 -0.1 1.2
C -1.123 1.161 -2.454 -0.2 1.1 0.0
C -1.927 1.019 -3.632 0.6 -0.2 0.3
C -3.237 0.993 -3.150 -0.4 -0.3 -0.6
C -3.183 1.175 -1.766 1.2 0.5 0.1
N -1.909 1.356 -1.346 -0.4 -1.0 -0.4
C 3.070 2.103 -0.224 0.1 0.7 0.5
C 4.273 2.838 -0.278 -0.3 -0.9 -1.3
C 4.807 3.473 0.828 0.5 -0.2 -0.5
C 4.178 3.359 2.052 -0.5 0.1 0.2
C 2.948 2.712 2.134 0.7 0.3 -1.4
C 2.378 2.153 0.978 0.4 -0.2 1.4
H 2.664 1.790 -2.326 0.7 0.2 -0.3
H 2.997 0.304 -1.398 -0.2 0.2 0.1
H 0.766 1.746 -3.279 0.4 -0.2 0.1
H -1.627 0.892 -4.680 0.0 0.1 0.6
H -4.126 0.853 -3.750 -0.1 0.0 0.0
H -4.005 1.238 -1.070 -0.1 0.1 0.1
H 4.824 2.830 -1.238 -0.3 0.2 0.6
H 5.761 3.987 0.707 -0.2 0.0 0.2
H 4.631 3.777 2.934 0.1 0.2 0.2
H 2.444 2.637 3.068 -0.4 -0.1 0.6
H 1.450 1.638 1.150 -0.4 -0.2 -0.6
N 0.162 5.052 2.237 1.8 0.4 0.8
C -0.950 4.867 1.529 -2.1 -3.2 -0.4
O -1.864 4.107 1.878 1.0 1.6 -0.1
C -1.008 5.560 0.213 -0.1 0.6 -1.2
I 0.469 5.118 -1.315 0.1 -0.1 0.5
H 0.310 4.460 3.063 -0.1 0.4 -0.8
H 0.987 5.359 1.708 -0.5 -0.3 0.7
H -0.831 6.607 0.422 -0.3 0.4 -0.3
H -1.909 5.361 -0.377 0.1 0.1 0.8
Cl 1.984 -1.521 1.846 1.6 -0.8 0.0
C 0.539 -1.076 2.614 -1.8 0.8 1.7
C -0.583 -0.836 1.839 0.0 -0.8 -1.0
C -1.772 -0.419 2.418 0.8 0.0 2.0
Cl -3.030 0.130 1.414 -0.9 0.0 -0.4
C -1.885 -0.249 3.828 1.4 -0.4 -1.0
Cl -3.292 0.388 4.571 -0.4 -0.1 0.2
C -0.716 -0.445 4.592 0.2 0.0 -1.4
Cl -0.666 -0.086 6.239 -0.4 0.3 1.4
C 0.515 -0.763 3.981 -0.9 0.2 -1.2
Cl 1.972 -0.317 4.742 1.0 -0.2 0.8
C 0.167 -5.274 -0.648 -0.7 -1.3 0.8
C 0.360 -3.838 -0.157 0.0 0.2 0.1
N -0.683 -2.926 -0.683 -0.6 -1.6 -1.6
C -2.062 -3.503 -0.332 1.3 1.2 -0.1
C -2.290 -4.856 -0.989 -0.9 -0.5 -0.3
N -0.996 -5.321 -1.689 0.0 0.7 0.5
C -0.714 -4.295 -2.805 -0.8 -1.2 -1.4
C -0.587 -2.927 -2.214 -0.1 2.0 1.9
H -0.112 -5.891 0.255 -0.3 0.3 -1.2
H 1.092 -5.753 -1.018 -0.6 0.3 -0.5
H 1.403 -3.544 -0.421 -1.0 0.5 0.2
H 0.260 -3.879 0.942 0.2 0.5 -0.4
H -2.850 -2.808 -0.665 0.6 0.0 0.2
H -2.132 -3.592 0.756 0.2 0.2 -0.1
H -3.154 -4.789 -1.723 1.4 -0.3 0.4
H -2.580 -5.599 -0.222 0.4 0.0 -0.5
H -1.163 -6.277 -2.056 0.4 0.6 0.1
H -1.546 -4.343 -3.560 0.4 -0.2 1.0
H 0.151 -4.592 -3.404 0.2 -0.3 0.6
H -1.389 -2.246 -2.549 0.3 -0.3 0.1
H 0.360 -2.415 -2.479 -0.4 -0.4 0.2
```
Positions in Å, forces in eV/Å.

As for the spin multiplicity: 1. The calculation puts the HOMO-LUMO gap (alpha / beta) at 2.72 / 2.72 eV. As for the total charge: -1. The calculation puts the HOMO energy (alpha / beta) at -1.5 / -1.5 eV.

For each atom in turn, the natural (NBO) charge in e is: number 1, Pd, carries 0.003; number 2, C, carries -0.266; number 3, N, carries -0.529; number 4, C, carries 0.144; number 5, C, carries -0.052; number 6, C, carries -0.340; number 7, C, carries -0.380; number 8, C, carries -0.097; number 9, N, carries -0.467; number 10, C, carries 0.068; number 11, C, carries -0.243; number 12, C, carries -0.234; number 13, C, carries -0.239; number 14, C, carries -0.206; number 15, C, carries -0.223; number 16, H, carries 0.171; number 17, H, carries 0.206; number 18, H, carries 0.141; number 19, H, carries 0.186; number 20, H, carries 0.183; number 21, H, carries 0.175; number 22, H, carries 0.195; number 23, H, carries 0.200; number 24, H, carries 0.199; number 25, H, carries 0.208; number 26, H, carries 0.258; number 27, N, carries -0.821; number 28, C, carries 0.612; number 29, O, carries -0.577; number 30, C, carries -0.586; number 31, I, carries 0.075; number 32, H, carries 0.414; number 33, H, carries 0.400; number 34, H, carries 0.221; number 35, H, carries 0.263; number 36, Cl, carries 0.001; number 37, C, carries -0.130; number 38, C, carries -0.368; number 39, C, carries -0.024; number 40, Cl, carries 0.024; number 41, C, carries -0.128; number 42, Cl, carries 0.016; number 43, C, carries -0.153; number 44, Cl, carries 0.016; number 45, C, carries -0.106; number 46, Cl, carries 0.001; number 47, C, carries -0.278; number 48, C, carries -0.274; number 49, N, carries -0.345; number 50, C, carries -0.281; number 51, C, carries -0.271; number 52, N, carries -0.393; number 53, C, carries -0.268; number 54, C, carries -0.307; number 55, H, carries 0.216; number 56, H, carries 0.222; number 57, H, carries 0.238; number 58, H, carries 0.237; number 59, H, carries 0.248; number 60, H, carries 0.232; number 61, H, carries 0.226; number 62, H, carries 0.218; number 63, H, carries 0.421; number 64, H, carries 0.221; number 65, H, carries 0.220; number 66, H, carries 0.256; number 67, H, carries 0.248

---

No. 3
The following is a quantum chemistry calculation of a molecular structure, C26H28CoN3O11S2, from the Open Molecules 2025 dataset.

Geometry as XYZ:
```
71
Properties=species:S:1:pos:R:3:forces:R:3
Co -0.834 1.105 0.471 -2.1 -0.7 2.6
O -0.979 4.582 2.480 -0.2 0.0 0.1
C -1.137 3.269 2.022 0.1 0.1 -0.2
O -2.673 1.970 0.659 0.2 -0.4 0.1
C -0.586 2.333 3.092 -0.1 0.0 0.1
O -0.487 1.033 2.485 0.2 0.3 -0.4
C 0.734 0.309 2.704 0.1 0.0 0.1
C 1.486 0.081 1.400 -0.2 0.0 -0.1
O 2.628 -0.316 1.407 -0.1 0.3 0.2
O 0.780 0.262 0.315 0.3 0.0 -0.1
H -0.515 5.116 1.816 0.1 0.0 0.0
H -1.234 2.274 3.966 0.0 -0.1 0.0
H 0.393 2.716 3.372 0.0 -0.1 -0.1
H 0.471 -0.669 3.106 0.0 0.0 0.0
H 1.374 0.827 3.414 0.0 0.0 0.0
C 1.449 0.508 -4.902 0.0 0.0 0.0
C 1.010 1.434 -3.803 0.0 0.0 0.0
C -0.139 2.210 -3.924 0.0 0.0 0.0
C -0.569 3.021 -2.885 -0.1 -0.1 0.0
C 0.175 3.060 -1.717 0.1 0.1 0.0
C 1.353 2.332 -1.588 0.2 0.2 0.0
C 1.755 1.516 -2.626 0.0 0.0 0.0
S -0.397 4.032 -0.373 -0.1 0.0 0.0
O 0.531 5.096 -0.063 -0.1 0.0 0.2
O -1.764 4.439 -0.627 0.0 0.0 -0.1
N -0.357 2.937 0.848 1.0 0.2 -1.2
C -2.628 2.959 1.705 -0.1 0.0 0.0
C -3.603 4.058 1.641 0.0 0.0 -0.2
C -4.907 3.784 1.711 0.0 0.0 0.0
C -5.358 2.428 1.968 0.0 0.0 0.1
C -4.480 1.447 2.181 0.0 -0.1 -0.1
N -3.081 1.636 2.082 -0.1 0.2 0.2
H 0.792 0.580 -5.768 0.0 0.0 0.0
H 1.448 -0.527 -4.553 0.0 0.1 0.0
H 2.466 0.740 -5.222 0.0 0.0 0.0
H -0.719 2.162 -4.837 0.0 0.0 0.0
H -1.483 3.595 -2.959 0.0 0.0 0.0
H 1.947 2.405 -0.685 -0.1 0.0 0.0
H 2.652 0.918 -2.516 0.0 0.0 0.0
H -3.219 5.059 1.536 0.0 0.0 0.0
H -5.639 4.577 1.642 0.0 0.0 0.0
H -6.416 2.230 2.081 0.0 0.0 0.0
H -4.757 0.453 2.502 0.0 0.0 0.0
C 4.190 -5.131 2.682 0.0 0.0 0.0
C 3.493 -4.659 1.435 0.0 0.0 0.0
C 3.348 -3.300 1.167 0.0 0.0 0.0
C 2.694 -2.865 0.026 0.0 0.0 -0.2
C 2.173 -3.803 -0.857 0.0 0.0 0.1
C 2.304 -5.161 -0.613 0.0 0.0 0.0
C 2.969 -5.579 0.529 0.0 0.0 0.0
S 1.297 -3.233 -2.282 0.0 -0.1 0.2
O 0.690 -4.374 -2.905 0.0 0.0 0.0
O 2.146 -2.338 -3.011 0.0 0.0 0.0
N 0.089 -2.301 -1.698 0.0 -0.1 0.1
C -0.986 -2.897 -0.903 0.2 0.0 -0.2
C -2.233 -2.027 -1.096 -0.1 0.0 0.1
C -1.874 -0.728 -0.467 0.0 0.4 -0.8
O -1.818 -0.560 0.783 0.5 -0.2 -0.2
O -1.438 0.228 -1.187 0.0 0.5 0.0
H 4.713 -4.313 3.175 0.0 0.0 0.0
H 4.915 -5.913 2.454 0.0 0.0 0.0
H 3.473 -5.547 3.392 0.0 0.0 0.0
H 3.755 -2.564 1.850 0.0 0.0 0.0
H 2.611 -1.801 -0.169 0.0 -0.2 0.0
H 1.889 -5.872 -1.315 0.0 0.0 0.0
H 3.084 -6.640 0.720 0.0 0.0 0.0
H 0.441 -1.404 -1.369 -0.1 0.0 0.0
H -0.726 -2.950 0.158 0.0 0.0 0.0
H -1.164 -3.906 -1.269 0.0 0.0 -0.1
H -3.116 -2.460 -0.627 0.1 0.0 0.1
H -2.403 -1.883 -2.161 -0.1 0.0 0.0
```
Positions in Å, forces in eV/Å.

As for the spin multiplicity: 1. Its relative energy (zero: lowest compared OMol25 entry of this formula, charge and spin) is 430.9 kJ/mol. The calculation puts the HOMO-LUMO gap (alpha / beta) at 7.83 / 7.85 eV. The calculation puts the HOMO energy (alpha / beta) at -9.2 / -9.2 eV.

For each atom in turn, the Löwdin charge in e is: number 1, Co, carries 0.738; number 2, O, carries 0.048; number 3, C, carries -0.490; number 4, O, carries 0.000; number 5, C, carries -0.050; number 6, O, carries -0.171; number 7, C, carries -0.029; number 8, C, carries -0.539; number 9, O, carries 0.084; number 10, O, carries -0.063; number 11, H, carries 0.092; number 12, H, carries 0.150; number 13, H, carries 0.145; number 14, H, carries 0.150; number 15, H, carries 0.140; number 16, C, carries -0.034; number 17, C, carries -0.248; number 18, C, carries -0.026; number 19, C, carries -0.045; number 20, C, carries -0.303; number 21, C, carries -0.065; number 22, C, carries -0.018; number 23, S, carries 0.663; number 24, O, carries -0.285; number 25, O, carries -0.278; number 26, N, carries -0.141; number 27, C, carries -0.315; number 28, C, carries 0.030; number 29, C, carries -0.033; number 30, C, carries -0.033; number 31, C, carries -0.057; number 32, N, carries 0.099; number 33, H, carries 0.076; number 34, H, carries 0.063; number 35, H, carries 0.088; number 36, H, carries 0.114; number 37, H, carries 0.116; number 38, H, carries 0.122; number 39, H, carries 0.127; number 40, H, carries 0.123; number 41, H, carries 0.114; number 42, H, carries 0.111; number 43, H, carries 0.118; number 44, C, carries -0.050; number 45, C, carries -0.264; number 46, C, carries -0.024; number 47, C, carries -0.049; number 48, C, carries -0.279; number 49, C, carries -0.049; number 50, C, carries -0.037; number 51, S, carries 0.628; number 52, O, carries -0.289; number 53, O, carries -0.282; number 54, N, carries -0.117; number 55, C, carries -0.189; number 56, C, carries -0.055; number 57, C, carries -0.573; number 58, O, carries 0.030; number 59, O, carries 0.030; number 60, H, carries 0.075; number 61, H, carries 0.081; number 62, H, carries 0.083; number 63, H, carries 0.109; number 64, H, carries 0.096; number 65, H, carries 0.112; number 66, H, carries 0.115; number 67, H, carries 0.092; number 68, H, carries 0.128; number 69, H, carries 0.123; number 70, H, carries 0.133; number 71, H, carries 0.135